Record 1
This record from OMol25 describes a 3-piece molecular cluster, C54H68O11 overall in a non-equilibrium geometry. The level of theory is the ωB97M-V functional and the def2-TZVPD basis.

Last column: Mulliken charge in e.
Geometry (Å):
C  7.615  -5.731  2.190  -1.1041
C  7.864  -4.421  2.949  -0.3433
C  8.248  -3.295  2.011  0.0575
O  8.356  -2.068  2.710  -0.4161
C  7.813  -0.939  2.050  -0.4438
C  6.305  -0.867  2.262  -0.2000
O  5.669  0.128  1.475  -0.4750
C  5.516  -0.165  0.096  -1.1193
C  4.502  -1.261  -0.266  2.5476
C  3.335  -1.314  0.728  -2.0653
C  1.952  -1.234  0.062  -0.1143
C  1.410  0.184  -0.051  -0.5859
O  1.826  0.714  -1.301  0.1982
C  2.072  2.100  -1.344  -0.9720
O  5.118  -2.549  -0.374  -0.2236
C  5.499  -2.979  -1.680  0.3336
C  4.304  -3.237  -2.609  0.8923
C  3.839  -4.702  -2.573  -1.6989
C  3.551  -5.287  -1.199  -0.6215
C  2.292  -4.790  -0.483  0.4050
C  1.021  -4.826  -1.304  -0.6661
O  0.073  -3.963  -0.708  -0.2350
C  -1.068  -3.697  -1.499  -0.3792
C  -1.524  -2.267  -1.299  -0.7822
C  6.624  -2.152  -2.312  -2.0131
C  6.332  -0.811  -2.998  0.0024
C  5.950  -0.866  -4.488  -1.4874
C  4.462  -0.568  -4.765  0.4511
C  4.291  0.796  -5.392  -0.8520
O  2.978  0.988  -5.960  -0.4078
C  1.981  1.062  -5.037  0.7989
C  0.914  0.043  -5.260  -1.0162
O  1.978  1.886  -4.135  -0.5524
H  7.953  -5.654  1.154  0.3208
H  8.132  -6.574  2.644  0.3392
H  6.553  -5.970  2.158  0.2596
H  6.975  -4.117  3.503  0.2393
H  8.677  -4.565  3.663  0.3314
H  7.501  -3.216  1.216  -0.2131
H  9.212  -3.525  1.546  0.3492
H  8.286  -0.070  2.506  0.3300
H  8.069  -0.957  0.988  0.2683
H  5.862  -1.856  2.117  0.0879
H  6.126  -0.585  3.299  0.3595
H  5.175  0.770  -0.352  0.1244
H  6.484  -0.397  -0.348  0.4987
H  4.075  -0.979  -1.228  -0.9717
H  3.425  -2.227  1.315  0.6945
H  3.434  -0.475  1.414  0.7035
H  1.230  -1.869  0.576  0.5690
H  2.006  -1.608  -0.963  -0.2046
H  0.316  0.174  0.001  -0.2368
H  1.786  0.805  0.768  0.4912
H  2.848  2.285  -2.084  0.2003
H  2.418  2.472  -0.376  0.3811
H  1.183  2.658  -1.652  0.2554
H  5.943  -3.964  -1.506  0.7568
H  3.474  -2.566  -2.382  -0.5341
H  4.641  -3.048  -3.629  0.2623
H  2.981  -4.825  -3.233  0.5779
H  4.646  -5.291  -3.022  0.4313
H  4.397  -5.097  -0.541  0.0397
H  3.483  -6.374  -1.297  0.5416
H  2.451  -3.790  -0.085  -0.7128
H  2.139  -5.440  0.382  0.5024
H  1.179  -4.521  -2.342  0.2719
H  0.630  -5.851  -1.315  0.2753
H  -1.866  -4.395  -1.225  0.2536
H  -0.825  -3.875  -2.551  0.3501
H  -2.604  -2.175  -1.399  0.4791
H  -1.046  -1.595  -2.011  0.1389
H  -1.261  -1.940  -0.294  0.0996
H  7.117  -2.813  -3.031  0.7563
H  7.362  -1.980  -1.525  0.2645
H  5.556  -0.246  -2.484  0.0729
H  7.240  -0.213  -2.897  0.5007
H  6.534  -0.105  -5.010  0.5136
H  6.243  -1.820  -4.926  0.3302
H  4.032  -1.304  -5.447  0.4947
H  3.911  -0.624  -3.823  -0.3842
H  4.972  0.907  -6.232  0.3737
H  4.449  1.601  -4.672  0.3529
H  0.793  -0.203  -6.311  0.3971
H  1.193  -0.871  -4.733  0.1370
H  -0.023  0.411  -4.849  0.3732
C  -6.660  0.372  4.279  -0.6705
C  -6.415  -0.449  3.184  -0.6217
C  -5.340  -0.192  2.349  -0.6086
C  -4.512  0.893  2.601  0.2205
C  -4.768  1.729  3.691  0.5134
C  -5.836  1.455  4.534  -0.5880
C  -3.935  2.938  3.964  0.6138
O  -4.181  3.664  4.905  -0.7065
C  -2.807  3.226  3.034  0.4153
C  -2.029  4.361  3.225  -0.5795
C  -0.966  4.622  2.376  -0.6528
C  -0.668  3.741  1.340  -0.4404
C  -1.452  2.619  1.135  -0.7290
C  -2.526  2.363  1.976  0.2505
C  -3.357  1.156  1.700  0.4484
O  -3.085  0.441  0.762  -0.6725
H  -7.500  0.169  4.931  0.4155
H  -7.065  -1.289  2.981  0.4195
H  -5.134  -0.822  1.495  0.5371
H  -6.016  2.098  5.382  0.5777
H  -2.265  5.028  4.042  0.4863
H  -0.361  5.505  2.527  0.4149
H  0.166  3.938  0.679  0.4235
H  -1.242  1.935  0.326  0.5693
C  -7.628  4.381  3.930  0.0918
C  -8.306  5.482  4.443  -0.9778
C  -9.436  5.962  3.803  -0.5378
C  -9.889  5.346  2.643  0.1882
C  -9.199  4.250  2.120  -0.0326
C  -8.071  3.769  2.771  -0.6258
C  -9.643  3.586  0.861  0.5279
O  -9.054  2.626  0.414  -0.6651
C  -10.841  4.146  0.169  0.1910
C  -11.252  3.576  -1.029  -0.5427
C  -12.367  4.073  -1.682  -0.4841
C  -13.079  5.137  -1.140  -0.4799
C  -12.672  5.710  0.052  -0.5763
C  -11.549  5.222  0.709  0.1527
C  -11.118  5.871  1.982  0.6456
O  -11.745  6.792  2.458  -0.6628
H  -6.744  4.013  4.431  0.4010
H  -7.950  5.963  5.345  0.4128
H  -9.978  6.812  4.191  0.4877
H  -7.549  2.915  2.359  0.6926
H  -10.690  2.748  -1.435  0.4722
H  -12.684  3.630  -2.617  0.4017
H  -13.952  5.520  -1.651  0.4022
H  -13.213  6.539  0.486  0.4765

As for the spin multiplicity: 1. For the largest force on an atom, the calculation gives 0.03887 hartree/bohr. The HOMO energy comes out at -9.12 eV. The gap between HOMO and LUMO is 0.2973 Ha.

Record 2
This record from OMol25 describes C54H72N3P3SbSiSr as an isolated structure in a non-equilibrium geometry. The level of theory is the ωB97M-V functional and the def2-TZVPD basis.

Last column: Mulliken charge in e.
Geometry (Å):
Sr  -0.797  0.215  -0.677  1.1206
C  -0.791  -3.752  5.147  -1.7103
C  -1.177  -3.212  3.772  0.7152
C  -0.609  -4.156  2.712  -1.1530
P  -0.710  -1.448  3.346  0.9185
C  -1.514  -0.530  4.778  0.6506
C  -2.882  -0.065  4.270  -1.5471
C  -0.709  0.661  5.311  -1.3009
C  1.081  -1.444  3.718  0.2423
C  1.494  -1.525  5.053  -0.7095
C  2.829  -1.598  5.402  -1.2839
C  3.779  -1.589  4.393  -1.1208
C  3.376  -1.501  3.071  0.1849
C  2.030  -1.424  2.676  0.2605
Si  1.642  -1.344  0.755  -2.0130
C  3.403  -0.744  0.183  -0.2194
C  4.246  -1.635  -0.492  0.0679
C  5.536  -1.301  -0.880  -1.1414
C  6.044  -0.050  -0.573  -1.1231
C  5.227  0.864  0.078  -0.7793
C  3.912  0.554  0.430  1.3831
P  2.792  1.839  1.122  0.7413
C  2.674  3.085  -0.290  3.0162
C  3.902  3.478  -1.106  -1.6408
C  1.983  4.356  0.204  -1.4859
C  3.670  2.765  2.484  0.8466
C  3.663  1.877  3.730  -1.3704
C  5.060  3.372  2.314  -1.8052
C  1.690  -3.250  0.333  -0.4270
C  2.585  -4.045  1.066  0.4472
C  2.696  -5.414  0.903  -1.0104
C  1.880  -6.058  -0.013  -1.2864
C  0.990  -5.308  -0.758  -0.4774
C  0.883  -3.919  -0.615  1.0550
P  -0.268  -3.028  -1.751  0.3999
C  0.569  -3.292  -3.404  0.4523
C  1.723  -2.301  -3.475  -1.0031
C  1.080  -4.678  -3.785  -1.7778
C  -1.892  -4.016  -1.876  1.7637
C  -2.085  -5.261  -1.009  -1.8655
C  -2.331  -4.316  -3.310  -1.8486
H  -1.169  -4.773  5.248  0.4566
H  -1.203  -3.174  5.975  0.3686
H  0.292  -3.793  5.260  0.3591
H  -2.272  -3.205  3.708  0.3829
H  0.450  -4.337  2.906  0.3627
H  -0.662  -3.753  1.702  -0.6087
H  -1.121  -5.121  2.733  0.5908
H  -1.704  -1.234  5.590  0.4873
H  -2.775  0.671  3.468  0.1710
H  -3.462  0.390  5.076  0.5484
H  -3.462  -0.900  3.869  0.3447
H  -0.055  1.092  4.553  -0.1998
H  -0.075  0.392  6.153  0.3624
H  -1.387  1.446  5.658  0.5039
H  0.752  -1.549  5.840  0.7235
H  3.120  -1.662  6.443  0.4323
H  4.834  -1.640  4.632  0.4330
H  4.152  -1.494  2.314  0.5932
H  3.893  -2.637  -0.704  0.2899
H  6.149  -2.028  -1.399  0.4068
H  7.056  0.223  -0.847  0.3754
H  5.622  1.847  0.291  0.4788
H  1.978  2.560  -0.957  -2.0511
H  4.621  4.038  -0.508  0.2910
H  3.597  4.132  -1.929  0.3801
H  4.421  2.623  -1.529  0.2674
H  2.620  4.902  0.902  0.2702
H  1.037  4.153  0.704  0.3303
H  1.773  5.026  -0.635  0.5322
H  2.964  3.585  2.667  0.4223
H  4.352  1.042  3.603  0.3150
H  2.677  1.452  3.936  -0.0467
H  3.985  2.447  4.605  0.5356
H  5.824  2.597  2.243  0.3565
H  5.297  3.970  3.198  0.4871
H  5.146  4.028  1.449  0.2816
H  3.224  -3.573  1.803  0.2897
H  3.414  -5.975  1.490  0.4497
H  1.937  -7.131  -0.152  0.4127
H  0.370  -5.819  -1.477  0.5547
H  -0.184  -2.980  -4.133  0.7226
H  2.568  -2.644  -2.870  0.2079
H  1.419  -1.335  -3.089  -0.4670
H  2.075  -2.182  -4.504  0.6382
H  1.888  -4.988  -3.123  0.3216
H  1.481  -4.643  -4.801  0.4943
H  0.313  -5.451  -3.765  0.2789
H  -2.584  -3.257  -1.508  -0.5875
H  -1.642  -5.173  -0.018  0.2498
H  -3.154  -5.452  -0.886  0.5047
H  -1.664  -6.148  -1.481  0.4964
H  -1.745  -5.118  -3.757  0.2711
H  -2.264  -3.446  -3.965  0.3490
H  -3.375  -4.639  -3.307  0.4890
C  -0.557  2.506  2.472  0.2759
C  -1.223  3.139  1.304  -0.4326
C  -1.626  4.485  1.322  -0.2576
C  -2.258  5.017  0.226  -0.8733
C  -2.527  4.207  -0.882  -1.2218
C  -2.133  2.891  -0.836  0.1571
N  -1.486  2.387  0.239  1.6735
Sb  -2.789  1.387  -2.519  1.0957
C  -0.494  1.702  -2.901  0.4498
C  -0.446  2.938  -3.511  -1.0955
C  0.754  3.399  -4.034  -1.0283
C  1.868  2.616  -3.879  -0.5884
C  1.772  1.403  -3.193  0.3680
C  3.014  0.597  -2.989  -0.8315
N  0.601  0.923  -2.732  0.3657
C  -3.379  0.250  -0.629  0.2938
C  -4.297  1.001  0.074  -0.8838
C  -5.020  0.401  1.098  -0.8562
C  -4.767  -0.913  1.387  -0.7573
C  -3.779  -1.599  0.677  0.5762
C  -3.465  -3.013  1.033  -0.6845
N  -3.092  -1.039  -0.326  0.3379
H  -0.910  2.946  3.404  0.8278
H  0.528  2.635  2.414  -0.9428
H  -0.724  1.429  2.481  -0.6996
H  -1.442  5.083  2.205  0.5781
H  -2.578  6.052  0.228  0.4561
H  -3.061  4.609  -1.733  0.5404
H  -1.331  3.559  -3.601  0.3822
H  0.801  4.353  -4.543  0.4460
H  2.829  2.916  -4.274  0.5511
H  3.134  -0.112  -3.809  0.5949
H  2.981  0.037  -2.061  -0.4818
H  3.888  1.243  -2.987  0.6036
H  -4.481  2.036  -0.186  0.4424
H  -5.762  0.964  1.649  0.4490
H  -5.312  -1.433  2.163  0.5288
H  -3.961  -3.692  0.337  0.4851
H  -3.805  -3.250  2.039  0.5239
H  -2.396  -3.185  0.968  -0.4433

As for the spin multiplicity: 1. The net charge is +1. For the largest force on an atom, the calculation gives 0.08872 hartree/bohr. The HOMO energy comes out at -8.14 eV. The gap between HOMO and LUMO is 0.1628 Ha.